# 1
24
Properties=species:S:1:pos:R:3:forces:R:3:nbo_charge:R:1 method="wB97M-V/def2-TZVPD" multiplicity=1 charge=0 relative_energy_kcal_mol=163.32 homo_lumo_gap_ev="7.492 / 7.492"
C 2.7349 -0.4985 0.1868 -0.4060 -0.3445 -0.2367 -0.42
C 1.4511 1.4490 0.5000 -0.8675 -0.2129 0.1407 -0.42
N 1.3704 -0.0031 0.3418 -1.6189 -0.2565 3.4483 -0.66
H 0.5372 -0.3619 1.3129 2.3490 0.8599 -2.9689 0.45
H 3.4217 -0.2018 0.9890 -0.1995 -0.1588 0.2247 0.18
H 3.1686 -0.0594 -0.7214 -0.1465 0.0005 -0.0697 0.18
H 2.7628 -1.5783 0.0476 -0.0148 -0.0853 0.1808 0.20
H 0.4880 1.7772 0.8789 -0.1952 0.3175 -0.2223 0.20
H 1.6607 1.9506 -0.4514 0.0960 0.0106 0.1116 0.18
H 2.1743 1.7649 1.2621 0.2971 -0.1084 -0.1409 0.17
C -1.3169 0.8071 -1.5995 0.3323 -0.0932 -0.3806 -0.65
C -2.0062 -0.3800 0.9455 -0.0551 -2.2394 0.3144 0.68
C -1.3126 -0.5744 -0.9960 -1.4354 -0.1176 0.0351 -0.43
N -3.1257 -0.8684 0.6549 -1.3542 0.8838 -0.1290 -0.84
C -0.1049 -1.2667 -0.8532 -1.5571 -0.9725 -1.2358 -0.13
N -1.0613 -0.2555 1.7773 0.9409 0.5663 -0.0492 -0.87
H -2.4952 -1.0297 -0.9615 4.2526 0.6889 -0.3258 0.36
H -3.8968 -0.9982 1.2938 0.4712 0.0735 0.8936 0.38
H -1.1043 0.3586 2.5714 -0.4298 0.3119 0.0869 0.40
H -2.2098 1.3551 -1.2988 -0.0474 0.0141 -0.1192 0.21
H -1.2862 0.7377 -2.6896 -0.1615 0.1542 -0.0856 0.21
H -0.4426 1.3901 -1.3065 -0.0146 -0.0640 0.0706 0.21
H -0.2016 -2.2596 -0.4267 0.0023 -0.0548 0.5312 0.19
H 0.7945 -1.2547 -1.4573 -0.2378 0.8268 -0.0744 0.20

***

# 2
102
Properties=species:S:1:pos:R:3:forces:R:3:lowdin_charge:R:1 method="wB97M-V/def2-TZVPD" multiplicity=1 charge=0 homo_lumo_gap_ev=9.459
C 1.3246 -2.8155 4.2304 -0.0475 0.4196 -0.0925 -0.10
C 0.9888 -2.9186 2.7359 -0.0885 -0.1873 0.3664 -0.25
C 1.1380 -1.5822 2.0265 0.3458 0.0229 0.1133 -0.19
C 1.0841 -1.6520 0.5073 0.2552 -0.1759 0.1184 -0.16
O -0.2103 -1.6690 -0.0882 -0.0682 0.0634 0.2252 -0.02
C -1.0844 -0.5641 -0.1328 -0.2484 0.3210 -0.4879 -0.28
C -2.3726 -0.9048 0.6277 0.0974 -0.1840 0.0644 -0.26
C -2.9254 -2.2729 0.1732 -0.3344 0.0873 -0.0146 -0.01
C -2.1982 -0.9430 2.1499 -0.2621 -0.1722 0.0782 -0.22
C -3.5421 -0.8336 2.8831 -0.0825 -0.0728 -0.2040 -0.06
C -0.3243 0.8115 0.0701 0.5829 -0.1528 0.6814 -0.02
C -1.1554 2.0437 0.4811 0.3401 -0.1443 -0.4565 -0.36
F -2.0159 1.7560 1.4646 -0.3663 -0.3362 0.3948 0.13
F -1.9130 2.4729 -0.5573 -0.1318 0.0878 -0.2659 0.14
C -0.4011 3.3405 1.0088 0.0020 -0.5397 0.4902 -0.34
F -1.2506 3.9807 1.8358 -0.3373 0.2161 0.1568 0.15
F -0.1592 4.1600 -0.0038 0.3066 0.3271 -0.5149 0.17
C 0.9163 3.2113 1.8346 -0.2321 0.1515 0.0826 -0.34
F 1.4211 4.4481 1.9333 0.2015 0.2410 -0.0419 0.17
F 1.8144 2.4439 1.2009 0.0692 -0.2536 -0.1497 0.16
C 0.7572 2.6937 3.2939 0.0033 0.0219 -0.3708 -0.56
F 0.2712 3.6477 4.0752 -0.0304 0.1621 0.1418 0.18
F 1.9420 2.3290 3.7483 0.2961 -0.0678 0.1694 0.21
F -0.0603 1.6471 3.3390 -0.1604 -0.2867 -0.0164 0.19
C 0.4428 0.9721 -1.2906 -0.8383 0.9392 -0.3732 -0.14
C 0.7598 2.3131 -2.0116 0.4626 -0.1821 0.0211 -0.13
C 2.1560 2.8993 -1.7439 -0.1067 0.1610 -0.0330 -0.17
C 2.8804 3.2119 -3.0698 -0.1484 -0.1330 0.0197 -0.08
C 3.4104 1.9066 -3.6185 -0.3193 -0.5458 -0.1548 -0.47
O 2.6706 1.0176 -3.9736 0.4967 0.4948 0.0348 0.13
O 4.7623 1.7669 -3.6670 -0.2406 -0.1697 -0.0545 -0.02
C 5.3864 1.5157 -2.3938 0.1477 0.1944 0.2542 -0.22
C 5.1300 0.1262 -1.8441 0.0271 0.1089 -0.0962 -0.06
C -0.5441 0.2981 -2.1850 0.0378 -0.4403 -0.1813 0.05
N -1.3944 -0.4336 -1.6134 0.6061 0.3164 0.6009 0.17
C -2.5455 -1.1237 -2.4519 -0.2004 -0.2675 -0.2007 -0.69
O -2.1131 -2.0914 -3.0254 0.2484 -0.6430 -0.5639 0.07
O -3.5707 -0.5073 -2.3305 -0.7454 0.4972 0.1220 0.09
H 1.1517 -1.7961 4.5872 -0.0704 -0.0064 0.0215 0.07
H 0.6989 -3.4638 4.8385 0.1239 -0.1832 0.0191 0.07
H 2.3754 -3.0296 4.4187 0.0028 -0.0986 0.0540 0.07
H -0.0283 -3.3002 2.6397 -0.0337 0.0123 -0.2367 0.10
H 1.6541 -3.6493 2.2741 -0.0667 -0.0653 -0.1097 0.11
H 2.1241 -1.1775 2.2851 0.0175 0.0070 -0.0165 0.13
H 0.4142 -0.8828 2.4423 -0.0577 0.1033 -0.0919 0.08
H 1.5225 -2.6042 0.2065 -0.0737 -0.0203 -0.1060 0.14
H 1.7347 -0.8952 0.0643 -0.1534 0.1584 -0.0057 0.10
H -3.1249 -0.1593 0.3684 0.1397 0.1647 -0.0070 0.11
H -2.7632 -3.0292 0.9386 0.1173 -0.0495 -0.0187 0.09
H -2.4948 -2.6370 -0.7520 0.1083 -0.1266 0.0392 0.07
H -3.9994 -2.1948 0.0083 -0.0184 -0.0161 0.0300 0.10
H -1.7467 -1.9015 2.4087 0.1896 0.0897 0.0415 0.10
H -1.5433 -0.1681 2.5163 0.1908 0.2327 0.0008 0.07
H -4.2676 -0.2662 2.2966 0.0250 0.1046 0.0384 0.07
H -3.9795 -1.8173 3.0499 -0.0386 -0.0004 0.0313 0.08
H -3.4288 -0.3414 3.8472 -0.0062 -0.0587 0.0646 0.07
H 0.3398 0.6305 0.9107 0.2372 0.1311 -0.0398 0.12
H 1.3956 0.4478 -1.2875 -0.1042 -0.3734 0.0656 0.14
H -0.0241 3.0553 -1.9391 -0.1032 0.0439 0.1588 0.11
H 0.7816 2.0135 -3.0577 -0.0536 0.0309 -0.0153 0.09
H 2.7471 2.1688 -1.1897 0.0626 0.0838 0.1432 0.10
H 2.1116 3.8066 -1.1462 -0.0322 0.0149 0.1061 0.11
H 3.6599 3.9611 -2.9629 0.1333 -0.0995 0.1038 0.12
H 2.1506 3.5891 -3.7879 0.0410 0.0929 -0.0233 0.13
H 6.4464 1.6856 -2.5617 0.0141 -0.0619 -0.1407 0.12
H 5.0593 2.2663 -1.6673 0.0127 0.1434 -0.0492 0.11
H 5.1323 -0.6301 -2.6242 0.0472 -0.0250 -0.0228 0.08
H 4.1790 0.0667 -1.3133 -0.0623 -0.0532 -0.0280 0.06
H 5.9261 -0.1129 -1.1393 -0.0691 -0.0905 0.0711 0.09
H -0.5838 0.4388 -3.2588 0.1007 -0.0606 -0.0457 0.18
C 5.0215 -3.8510 -3.0286 -0.4233 -0.2347 -0.2540 -0.68
O 5.1627 -3.2053 -2.0031 0.1033 0.2082 0.2225 0.00
N 3.7928 -4.1971 -3.5128 0.4659 0.2576 0.0779 0.16
N 6.0893 -4.2839 -3.7693 0.0287 0.0596 0.0170 0.15
H 3.6576 -4.7342 -4.3474 -0.2250 -0.1460 0.0484 0.08
H 2.9903 -3.9121 -2.9834 0.0335 -0.1566 -0.0710 0.09
H 7.0041 -4.0510 -3.4335 0.0006 -0.0035 0.0119 0.10
H 5.9970 -4.8186 -4.6112 -0.0389 -0.0132 0.0044 0.09
C -6.3139 1.7196 -0.2764 0.0095 0.0674 0.1014 -0.68
O -7.1764 1.1836 -0.9441 0.0025 -0.0097 -0.0165 0.03
N -4.9759 1.5372 -0.4904 -0.0780 -0.1212 -0.0787 0.16
N -6.6256 2.5637 0.7656 0.0474 -0.0242 -0.0389 0.14
H -4.2755 1.9871 0.0651 0.0086 0.0886 0.0130 0.06
H -4.6859 0.9258 -1.2402 0.0137 -0.0335 -0.0050 0.07
H -7.5978 2.7176 0.9526 -0.0142 -0.0137 -0.0040 0.10
H -5.9378 3.0178 1.3344 0.0132 -0.0051 0.0063 0.08
C 0.2305 -5.4171 -4.5459 -0.4003 0.1517 -0.1256 -0.68
O 1.3513 -5.8441 -4.3155 0.2605 -0.0062 0.0157 0.00
N -0.2848 -4.3203 -3.9255 0.0707 -0.1190 -0.0897 0.17
N -0.5989 -6.0138 -5.4611 0.1206 0.0453 0.0918 0.15
H -1.2005 -3.9430 -4.0945 -0.0029 0.0755 0.0878 0.07
H 0.2891 -3.8640 -3.2428 -0.0792 0.0286 0.0354 0.09
H -0.2506 -6.8247 -5.9348 0.0052 -0.0165 -0.0002 0.10
H -1.5221 -5.6819 -5.6641 -0.0068 0.0145 0.0260 0.09
C -3.1580 4.0815 6.6392 0.0280 0.0241 -0.0458 -0.68
O -3.6462 3.5538 7.6188 -0.0076 -0.0147 0.0156 0.03
N -1.9880 3.6440 6.0734 -0.1271 0.0184 0.0374 0.15
N -3.7372 5.1575 6.0180 0.0115 -0.0442 -0.0053 0.15
H -1.5717 4.0673 5.2683 -0.0053 0.0153 0.0022 0.06
H -1.5398 2.8602 6.5085 0.0148 0.0007 0.0076 0.10
H -4.5937 5.5024 6.4079 -0.0047 -0.0004 0.0143 0.10
H -3.3486 5.6074 5.2119 0.0176 0.0036 0.0035 0.09

***

# 3
34
Properties=species:S:1:pos:R:3:forces:R:3:nbo_charge:R:1 method="wB97M-V/def2-TZVPD" multiplicity=1 charge=0 relative_energy_kcal_mol=63.25 homo_lumo_gap_ev=9.878 smiles="C[C@H]1COC(=O)O1.C[C@H]1COC(=O)O1.BrCCBr"
C -5.1392 -31.5068 -2.0309 1.7044 2.2623 1.0186 -0.62
C -4.1746 -30.5299 -1.2465 -1.7703 1.0210 -0.1475 0.07
C -4.8982 -29.1508 -1.0655 0.4388 0.0258 1.0714 -0.10
O -5.0596 -29.0332 0.3651 -1.0637 0.1776 -0.2320 -0.48
C -4.6662 -30.1149 0.9937 0.7106 -0.5754 1.8539 1.01
O -4.7766 -30.2323 2.2218 -2.5675 -0.9851 -6.4225 -0.63
O -4.0093 -30.9578 0.1279 -0.5362 0.1270 0.4878 -0.49
H -5.2103 -31.0340 -3.0105 0.1397 -0.5812 -0.3765 0.22
H -6.1049 -31.2943 -1.5724 -0.1288 -1.0996 0.1361 0.21
H -4.6857 -32.4978 -2.0077 -0.7484 -0.0472 -0.1848 0.24
H -3.2470 -30.2760 -1.7597 0.3887 -0.9119 0.4223 0.20
H -5.8799 -29.1517 -1.5391 0.0737 0.2721 0.0150 0.19
H -4.3272 -28.2365 -1.2274 0.0576 -0.3308 -1.0677 0.21
C -2.1507 -32.5086 4.8586 -0.5931 -0.8232 -1.3550 -0.67
C -0.8775 -33.2623 5.1157 0.3192 -0.6190 0.0486 0.07
C 0.3171 -32.6013 5.7191 -0.2334 1.7929 0.1531 -0.10
O 0.2333 -32.9498 7.1022 3.0048 2.5122 -0.4825 -0.47
C -0.4464 -34.0239 7.2371 -3.1626 -1.3915 4.4242 0.96
O -0.7021 -34.4976 8.3585 0.9910 0.2664 -3.3638 -0.61
O -1.0646 -34.2962 6.1034 -1.1691 -1.9889 -1.3250 -0.49
H -2.0385 -31.7588 4.0755 0.7182 0.3249 0.8171 0.24
H -2.8018 -32.2448 5.6920 0.4950 0.3165 0.0958 0.24
H -2.7409 -33.1410 4.1953 -0.4343 -0.7350 0.4779 0.23
H -0.5316 -33.6796 4.1700 -0.3557 -0.4715 0.0359 0.19
H 0.1824 -31.5218 5.6506 0.5201 0.0581 0.0620 0.20
H 1.2376 -32.9202 5.2301 0.1471 -0.0394 0.4657 0.19
Br -1.1530 -30.3596 1.5980 -0.2129 0.6424 0.7812 -0.10
C -2.2625 -28.9942 2.6537 -0.1578 -0.5475 -1.5936 -0.39
C -3.1050 -29.7386 3.6885 2.0135 2.2756 2.5449 -0.47
Br -3.9699 -28.3635 4.8137 -0.1617 0.6064 0.0421 -0.06
H -2.7779 -28.5364 1.8095 -0.8215 -0.4085 0.2538 0.21
H -1.6114 -28.1492 2.8773 0.3486 -0.7139 1.1057 0.24
H -2.4805 -30.1552 4.4788 -0.0807 -0.0226 -0.6797 0.22
H -4.0126 -30.2528 3.3722 2.1266 -0.3886 0.9177 0.31

***

Calculated total energy, record by record: -401.6270 -3126.5320 -5990.0235 a.u.